DFT (the ωB97M-V functional and the def2-TZVPD basis) results for a structure of composition C18H24N2ReS3Sb.

Positions of all 49 atoms, in Å:
Re1 -2.73 -2.76 -0.26
C1 3.93 -0.83 1.33
C2 3.65 -1.64 0.05
C3 3.99 -0.79 -1.19
C4 4.51 -2.90 0.05
C5 2.17 -1.97 0.01
C6 1.67 -3.27 -0.03
C7 0.31 -3.48 -0.06
N1 -0.60 -2.49 -0.06
C8 -0.13 -1.21 -0.03
C9 1.22 -0.94 0.01
C10 -1.17 -0.17 -0.03
C11 -0.89 1.18 0.01
C12 -1.91 2.13 0.01
C13 -3.21 1.63 -0.03
C14 -3.44 0.28 -0.06
N2 -2.44 -0.64 -0.06
C15 -1.65 3.62 0.05
C16 -2.32 4.19 1.31
C17 -2.29 4.25 -1.20
C18 -0.16 3.95 0.08
H1 4.99 -0.60 1.37
H2 3.68 -1.41 2.22
H3 3.38 0.11 1.35
H4 5.05 -0.56 -1.17
H5 3.44 0.15 -1.21
H6 3.78 -1.34 -2.11
H7 5.56 -2.61 0.08
H8 4.36 -3.50 -0.85
H9 4.32 -3.53 0.93
H10 2.32 -4.12 -0.03
H11 -0.07 -4.49 -0.08
H12 1.55 0.09 0.04
H13 0.14 1.51 0.03
H14 -4.07 2.29 -0.02
H15 -4.45 -0.10 -0.08
H16 -3.40 4.03 1.31
H17 -2.15 5.27 1.35
H18 -1.90 3.75 2.22
H19 -3.36 4.09 -1.25
H20 -1.84 3.85 -2.12
H21 -2.11 5.33 -1.18
H22 0.33 3.55 0.97
H23 -0.04 5.03 0.10
H24 0.36 3.59 -0.81
S1 -5.89 -5.93 -1.51
Sb1 -5.17 -5.20 0.37
S2 -4.80 -2.55 0.10
S3 -2.52 -4.83 0.11

Properties
- Gap between HOMO and LUMO (alpha / beta): 0.241 / 0.240 Ha
- Charge: +2
- HOMO energy (alpha / beta): -15.648 / -15.647 eV
- LUMO (alpha / beta): -9.1 / -9.1 eV

List of Löwdin charges in e, atom by atom:
1 Re 0.7760
2 C -0.0199
3 C -0.5516
4 C -0.0196
5 C -0.0473
6 C -0.0971
7 C 0.0519
8 C -0.1090
9 N -0.1083
10 C -0.1786
11 C 0.0786
12 C -0.1781
13 C 0.0885
14 C -0.0971
15 C 0.0393
16 C -0.1107
17 N -0.1081
18 C -0.5520
19 C -0.0192
20 C -0.0192
21 C -0.0492
22 H 0.1021
23 H 0.0999
24 H 0.0832
25 H 0.1022
26 H 0.0834
27 H 0.0999
28 H 0.1009
29 H 0.0966
30 H 0.0967
31 H 0.1264
32 H 0.0526
33 H 0.1190
34 H 0.1089
35 H 0.1339
36 H 0.0520
37 H 0.0865
38 H 0.1020
39 H 0.0990
40 H 0.0865
41 H 0.0990
42 H 0.1020
43 H 0.0948
44 H 0.1011
45 H 0.0950
46 S 0.0300
47 Sb 0.5661
48 S 0.1559
49 S 0.1552

---

DFT (the ωB97M-V functional and the def2-TZVPD basis) results for an isolated molecule of C18H24N4O3 at a distorted geometry.

Positions of all 49 atoms, in Å:
C1 5.88 2.25 0.46
C2 5.49 1.19 -0.57
N1 4.39 0.38 -0.12
C3 3.02 0.84 -0.14
C4 2.28 -0.19 0.73
C5 0.79 -0.35 0.41
N2 0.56 -0.73 -0.97
C6 -0.06 0.30 -1.78
C7 -0.08 -2.03 -1.13
C8 -1.43 -2.03 -0.49
N3 -2.47 -1.33 -0.85
C9 -3.34 -1.54 0.17
C10 -4.67 -0.86 0.23
O1 -4.63 0.41 -0.37
C11 -3.65 1.28 0.02
C12 -2.90 1.16 1.19
C13 -1.91 2.09 1.47
C14 -1.65 3.13 0.60
C15 -2.41 3.26 -0.56
C16 -3.39 2.34 -0.85
N4 -2.87 -2.32 1.10
O2 -1.62 -2.65 0.68
C17 3.11 -1.45 0.49
C18 4.51 -0.93 0.21
O3 5.55 -1.55 0.24
H1 6.74 2.80 0.10
H2 5.06 2.95 0.62
H3 6.13 1.78 1.40
H4 5.23 1.66 -1.52
H5 6.33 0.51 -0.73
H6 2.63 0.83 -1.17
H7 2.94 1.86 0.25
H8 2.37 0.11 1.78
H9 0.40 -1.10 1.10
H10 0.27 0.59 0.64
H11 0.45 1.24 -1.62
H12 0.03 0.02 -2.83
H13 -1.13 0.44 -1.55
H14 -0.18 -2.23 -2.20
H15 0.53 -2.80 -0.66
H16 -5.40 -1.43 -0.35
H17 -5.01 -0.82 1.28
H18 -3.09 0.36 1.89
H19 -1.34 1.99 2.38
H20 -0.87 3.85 0.82
H21 -2.22 4.07 -1.24
H22 -3.99 2.41 -1.75
H23 2.77 -1.97 -0.40
H24 3.10 -2.15 1.33

Properties
- Gap between HOMO and LUMO: 0.350 Ha
- SMILES string: CCN1C[C@@H](CN(C)Cc2nc(COc3ccccc3)no2)CC1=O
- Charge: 0
- HOMO energy: -8.869 eV
- LUMO: 0.7 eV

List of Löwdin charges in e, atom by atom:
1 C -0.0742
2 C -0.1976
3 N -0.0705
4 C -0.1055
5 C -0.2530
6 C -0.1472
7 N -0.1946
8 C -0.0745
9 C -0.0992
10 C -0.3076
11 N 0.2224
12 C -0.3441
13 C -0.1182
14 O -0.0305
15 C -0.2792
16 C -0.0246
17 C -0.0970
18 C -0.1063
19 C -0.0859
20 C -0.0096
21 N 0.1389
22 O 0.0387
23 C -0.0386
24 C -0.4615
25 O 0.0637
26 H 0.0707
27 H 0.0618
28 H 0.0781
29 H 0.1224
30 H 0.1188
31 H 0.1212
32 H 0.1254
33 H 0.1484
34 H 0.1250
35 H 0.1108
36 H 0.0808
37 H 0.0917
38 H 0.0679
39 H 0.1357
40 H 0.1288
41 H 0.1413
42 H 0.1365
43 H 0.1107
44 H 0.1071
45 H 0.0993
46 H 0.1043
47 H 0.1196
48 H 0.1213
49 H 0.1279

---

DFT (the ωB97M-V functional and the def2-TZVPD basis) results for an isolated molecule of C18H24N4O6S at a distorted geometry.

Positions of all 53 atoms, in Å:
C1 -1.26 -1.30 -2.31
O1 -2.29 -0.48 -1.82
C2 -3.58 -0.98 -2.13
C3 -4.63 -0.09 -1.47
N1 -4.49 0.06 -0.05
C4 -4.65 -1.06 0.84
C5 -3.45 -2.03 0.91
O2 -3.60 -3.19 0.12
C6 -4.40 -4.19 0.71
S1 -3.88 1.48 0.55
O3 -4.21 1.51 1.95
O4 -4.34 2.54 -0.30
C7 -2.10 1.39 0.40
C8 -1.47 1.97 -0.68
C9 -0.10 1.86 -0.80
C10 0.64 1.16 0.15
C11 2.11 1.07 -0.06
O5 2.75 1.89 -0.67
N2 2.68 -0.07 0.48
C12 4.01 -0.40 0.44
N3 4.51 -1.50 0.89
N4 5.84 -1.44 0.67
C13 6.08 -0.30 0.09
C14 7.36 0.23 -0.35
C15 8.59 -0.10 0.46
C16 8.39 -0.73 -0.88
O6 4.94 0.42 -0.09
C17 0.00 0.61 1.26
C18 -1.38 0.73 1.38
H1 -0.32 -0.83 -2.02
H2 -1.32 -2.31 -1.88
H3 -1.30 -1.38 -3.40
H4 -3.67 -2.01 -1.78
H5 -3.73 -0.97 -3.22
H6 -5.62 -0.50 -1.70
H7 -4.57 0.93 -1.87
H8 -4.83 -0.62 1.82
H9 -5.55 -1.61 0.54
H10 -2.56 -1.52 0.52
H11 -3.26 -2.32 1.95
H12 -3.99 -4.50 1.68
H13 -5.43 -3.86 0.86
H14 -4.39 -5.03 0.03
H15 -2.06 2.51 -1.40
H16 0.43 2.31 -1.64
H17 2.11 -0.78 0.91
H18 7.27 1.21 -0.80
H19 9.33 0.67 0.57
H20 8.45 -0.72 1.33
H21 9.00 -0.40 -1.71
H22 8.12 -1.77 -0.91
H23 0.56 0.12 2.04
H24 -1.90 0.34 2.24

Properties
- Gap between HOMO and LUMO: 0.320 Ha
- SMILES string: COCCN(CCOC)S(=O)(=O)c1ccc(C(=O)Nc2nnc(C3CC3)o2)cc1
- Charge: 0
- HOMO energy: -8.850 eV
- LUMO: -0.1 eV

List of Löwdin charges in e, atom by atom:
1 C -0.0850
2 O -0.2124
3 C -0.1954
4 C -0.1497
5 N -0.2356
6 C -0.1447
7 C -0.1897
8 O -0.2146
9 C -0.1014
10 S 0.6851
11 O -0.2795
12 O -0.2740
13 C -0.2533
14 C -0.0378
15 C 0.0061
16 C -0.1312
17 C -0.4048
18 O 0.1215
19 N 0.1864
20 C -0.3716
21 N 0.0870
22 N 0.0978
23 C -0.3019
24 C -0.1998
25 C -0.1007
26 C -0.1008
27 O 0.1677
28 C -0.0082
29 C -0.0526
30 H 0.0819
31 H 0.0947
32 H 0.0936
33 H 0.1109
34 H 0.1322
35 H 0.1355
36 H 0.1159
37 H 0.1130
38 H 0.1306
39 H 0.1079
40 H 0.1254
41 H 0.0907
42 H 0.0843
43 H 0.0919
44 H 0.1217
45 H 0.1272
46 H 0.1458
47 H 0.1461
48 H 0.1006
49 H 0.1040
50 H 0.1005
51 H 0.1040
52 H 0.1167
53 H 0.1182

---

ΔE to the lowest compared entry with this formula, charge and spin readings, ordered: 38.9; 91.0; 64.0 kcal/mol
M readings, ordered: 672.6; 344.4; 424.5 u
E readings, ordered: -2322.3749; -1145.0186; -1768.8741 Eh